(1)
# C45H38As2CuO2P

A molecular structure, C45H38As2CuO2P (ωB97M-V with the def2-TZVPD basis set, the Open Molecules 2025 dataset).

Properties
calculated total energy: -8341.50415 a.u.
frontier orbital gap: 8.305 eV
E_HOMO: -7.7 eV
energy relative to the best compared isomer or geometry (same formula, charge and spin): 0.075 eV
total charge: 0

Each line ends with the Mulliken charge.
CARTESIAN COORDINATES (ANGSTROEM)
1 Cu 0.280 -0.154 -0.010  -0.39
2 O -2.023 -0.780 2.305  -0.72
3 C -0.802 -0.951 2.340  0.06
4 O 0.097 -0.097 2.051  -0.79
5 C -0.300 -2.333 2.739  0.73
6 C -0.770 -2.889 3.926  -0.55
7 C -0.380 -4.158 4.316  -0.54
8 C 0.453 -4.913 3.497  -0.82
9 C 0.897 -4.379 2.303  -0.18
10 C 0.544 -3.085 1.919  -0.56
11 P 1.149 -2.428 0.325  2.70
12 C 0.700 -3.789 -0.813  0.27
13 C 1.576 -4.705 -1.385  -0.18
14 C 1.105 -5.678 -2.257  -0.68
15 C -0.246 -5.753 -2.562  -0.62
16 C -1.130 -4.852 -1.983  -0.44
17 C -0.657 -3.879 -1.123  -0.16
18 C 2.967 -2.520 0.468  0.20
19 C 3.607 -2.552 1.705  -0.89
20 C 4.992 -2.506 1.783  -0.70
21 C 5.757 -2.434 0.629  -0.72
22 C 5.129 -2.384 -0.608  -0.82
23 C 3.746 -2.412 -0.684  -0.43
24 H -1.454 -2.310 4.531  0.50
25 H -0.740 -4.570 5.250  0.40
26 H 0.744 -5.913 3.788  0.42
27 H 1.528 -4.977 1.655  0.42
28 H 2.633 -4.678 -1.152  0.42
29 H 1.803 -6.381 -2.692  0.42
30 H -0.608 -6.513 -3.241  0.38
31 H -2.190 -4.905 -2.201  0.49
32 H -1.360 -3.189 -0.669  0.06
33 H 3.025 -2.607 2.615  0.41
34 H 5.471 -2.529 2.752  0.42
35 H 6.837 -2.413 0.693  0.40
36 H 5.709 -2.311 -1.519  0.50
37 H 3.275 -2.343 -1.660  0.56
38 C -1.304 -0.178 -3.134  -1.50
39 C 0.215 -0.224 -3.280  -1.19
40 As 1.126 0.910 -1.954  0.60
41 C 2.931 1.027 -2.631  0.74
42 C 3.205 1.365 -3.954  -0.30
43 C 4.517 1.450 -4.390  -0.73
44 C 5.561 1.203 -3.508  -0.58
45 C 5.292 0.872 -2.190  -0.52
46 C 3.977 0.784 -1.751  -0.56
47 C 0.366 2.643 -2.398  0.52
48 C 0.143 3.549 -1.371  -0.49
49 C -0.414 4.791 -1.643  -0.59
50 C -0.754 5.131 -2.943  -0.57
51 C -0.537 4.228 -3.973  -0.86
52 C 0.022 2.989 -3.701  -0.12
53 As -1.857 -0.303 -1.237  1.55
54 C -2.727 1.414 -0.964  0.53
55 C -3.544 1.999 -1.925  -0.43
56 C -4.127 3.232 -1.682  -0.80
57 C -3.906 3.873 -0.468  -0.50
58 C -3.110 3.279 0.496  -0.72
59 C -2.516 2.046 0.251  -0.25
60 C -3.378 -1.509 -1.288  0.45
61 C -4.089 -1.776 -2.454  -0.75
62 C -5.176 -2.639 -2.423  -0.76
63 C -5.557 -3.233 -1.229  -0.54
64 C -4.859 -2.955 -0.064  -0.79
65 C -3.771 -2.093 -0.085  -0.08
66 H -1.743 -1.017 -3.678  0.63
67 H -1.721 0.744 -3.539  0.44
68 H 0.536 0.020 -4.296  0.66
69 H 0.580 -1.232 -3.052  0.60
70 H 2.400 1.574 -4.649  0.19
71 H 4.725 1.713 -5.419  0.41
72 H 6.585 1.274 -3.851  0.39
73 H 6.101 0.680 -1.496  0.46
74 H 3.774 0.518 -0.719  0.34
75 H 0.375 3.284 -0.345  0.25
76 H -0.594 5.486 -0.834  0.43
77 H -1.197 6.095 -3.152  0.41
78 H -0.808 4.485 -4.989  0.40
79 H 0.181 2.292 -4.516  0.23
80 H -3.734 1.498 -2.869  0.35
81 H -4.758 3.689 -2.433  0.41
82 H -4.364 4.835 -0.276  0.41
83 H -2.948 3.768 1.447  0.44
84 H -1.914 1.567 1.018  0.28
85 H -3.805 -1.318 -3.394  0.27
86 H -5.726 -2.844 -3.333  0.40
87 H -6.404 -3.906 -1.207  0.40
88 H -5.159 -3.406 0.873  0.44
89 H -3.241 -1.855 0.833  0.42

(2)
# C35H53GaNOP3

A molecular structure, C35H53GaNOP3 (ωB97M-V with the def2-TZVPD basis set, the Open Molecules 2025 dataset).

Properties
calculated total energy: -4443.74539 a.u.
frontier orbital gap (spin up / spin down): 5.568 / 5.566 eV
E_HOMO (spin up / spin down): -11.4 / -11.4 eV
energy relative to the best compared isomer or geometry (same formula, charge and spin): 0.000 eV
total charge: +2

Each line ends with the Mulliken charge.
CARTESIAN COORDINATES (ANGSTROEM)
1 Ga 0.196 0.129 -1.058  0.39
2 P 0.271 -2.275 -1.960  0.24
3 P 0.234 2.413 -1.759  0.56
4 N 0.332 0.148 -3.864  -0.10
5 C 0.294 -2.268 -3.801  -1.25
6 H 0.776 -3.177 -4.182  0.31
7 H -0.749 -2.257 -4.148  0.63
8 C 1.016 -1.055 -4.365  -1.09
9 H 2.075 -1.027 -4.069  0.35
10 H 0.983 -1.062 -5.470  0.53
11 C 1.015 1.386 -4.255  -1.19
12 H 0.977 1.498 -5.354  0.54
13 H 2.076 1.329 -3.970  0.38
14 C 0.306 2.560 -3.590  -1.24
15 H -0.731 2.603 -3.953  0.61
16 H 0.814 3.493 -3.876  0.33
17 C 1.778 3.301 -1.235  0.36
18 C 2.152 3.011 0.219  -1.04
19 H 3.093 3.534 0.444  0.61
20 H 2.319 1.939 0.387  0.08
21 H 1.388 3.374 0.921  0.26
22 C -1.268 3.370 -1.235  0.70
23 C -1.270 3.744 0.252  -1.63
24 H -2.289 4.055 0.529  0.54
25 H -0.603 4.592 0.467  0.27
26 H -1.003 2.909 0.912  0.34
27 C -1.259 -3.242 -1.509  0.72
28 C -1.260 -3.720 -0.056  -1.30
29 H -2.294 -3.962 0.231  0.53
30 H -0.918 -2.945 0.641  0.12
31 H -0.656 -4.629 0.090  0.27
32 C 1.768 -3.334 -1.606  0.58
33 C 2.171 -3.310 -0.136  -0.95
34 H 3.096 -3.893 -0.013  0.55
35 H 1.404 -3.751 0.516  0.18
36 H 2.377 -2.295 0.212  -0.19
37 C 2.153 -0.003 -1.144  0.34
38 O 3.275 -0.055 -1.462  -0.41
39 C -1.573 4.592 -2.108  -1.44
40 H -0.817 5.378 -1.996  0.27
41 H -1.664 4.341 -3.170  0.34
42 H -2.536 5.012 -1.788  0.46
43 C -1.613 -4.376 -2.476  -1.47
44 H -2.600 -4.770 -2.198  0.47
45 H -1.677 -4.042 -3.516  0.35
46 H -0.901 -5.208 -2.417  0.24
47 C 1.675 -4.773 -2.114  -1.63
48 H 2.674 -5.222 -2.029  0.47
49 H 0.997 -5.381 -1.503  0.30
50 H 1.380 -4.847 -3.166  0.33
51 C 1.756 4.805 -1.511  -1.65
52 H 1.060 5.338 -0.851  0.30
53 H 2.761 5.199 -1.306  0.48
54 H 1.522 5.049 -2.554  0.32
55 H 2.548 2.848 -1.882  0.43
56 H 2.557 -2.817 -2.180  0.41
57 H -2.070 2.628 -1.405  0.38
58 H -2.039 -2.463 -1.605  0.33
59 H -0.592 0.164 -4.260  0.23
60 H 0.014 0.424 0.697  -0.02
61 C -0.756 3.540 5.108  -0.61
62 C 0.472 3.207 4.526  -0.73
63 C 0.543 2.211 3.553  -0.58
64 C -0.628 1.529 3.151  0.61
65 C -1.873 1.925 3.686  -0.11
66 C -1.927 2.915 4.667  -0.71
67 P -0.481 0.062 2.122  1.51
68 C 0.805 -0.953 2.846  0.97
69 C 2.084 -0.929 2.253  -0.64
70 C 3.152 -1.565 2.881  -0.63
71 C 2.962 -2.223 4.102  -0.66
72 C 1.692 -2.247 4.691  -0.91
73 C 0.615 -1.602 4.082  -0.93
74 C -2.075 -0.709 1.910  0.91
75 C -2.453 -1.866 2.619  -0.56
76 C -3.758 -2.340 2.502  -0.67
77 C -4.674 -1.700 1.663  -0.68
78 C -4.274 -0.605 0.889  -0.65
79 C -2.973 -0.117 0.992  -0.16
80 H -0.800 4.290 5.900  0.42
81 H 1.386 3.713 4.845  0.44
82 H 1.512 1.923 3.128  0.36
83 H -2.789 1.425 3.354  0.43
84 H -2.891 3.189 5.100  0.44
85 H 2.219 -0.421 1.288  0.65
86 H 4.139 -1.542 2.414  0.48
87 H 3.809 -2.710 4.593  0.42
88 H 1.543 -2.764 5.639  0.44
89 H -0.364 -1.580 4.566  0.48
90 H -1.731 -2.380 3.255  0.26
91 H -4.063 -3.217 3.078  0.44
92 H -5.703 -2.062 1.597  0.41
93 H -4.982 -0.125 0.210  0.48
94 H -2.635 0.722 0.374  0.26

(3)
# CH4IP

A molecular structure, CH4IP (ωB97M-V with the def2-TZVPD basis set, the Open Molecules 2025 dataset).

Properties
multiplicity: 3
calculated total energy: -679.38067 a.u.
frontier orbital gap (spin up / spin down): 5.670 / 6.551 eV
E_HOMO (spin up / spin down): -5.3 / -9.5 eV
energy relative to the best compared isomer or geometry (same formula, charge and spin): 1.099 eV
expectation value of S²: 2.01
total charge: 0

Each line ends with the Mulliken charge.
CARTESIAN COORDINATES (ANGSTROEM)
1 C 0.433 -0.285 -0.727  -0.73
2 P -0.734 0.755 0.240  -0.13
3 I -1.631 -0.798 1.847  -0.08
4 H 1.321 0.446 -0.972  0.26
5 H -0.100 -0.521 -1.699  0.27
6 H 0.654 -1.237 -0.191  0.30
7 H 0.056 1.641 1.502  0.11

Which of these has the lowest energy relative to the best compared isomer or geometry (same formula, charge and spin)? C35H53GaNOP3